[1]
Molecular formula: C6H8O4Yb
Method: DFT, ωB97M-V/def2-TZVPD

Results
- DFT total energy: -1693.0045 a.u.
- HOMO energy: -6.1 eV
- Relative energy (zero: lowest compared OMol25 entry of this formula, charge and spin): 0.000 eV

The geometry in ORCA input format:
```
! wB97M-V def2-TZVPD RIJCOSX def2/J DEFGRID3
* xyz 0 1
Yb 0.394 0.104 -0.245
O -0.097 2.016 0.015
O 2.798 0.135 -1.055
O -1.966 0.103 -0.281
O -0.097 -1.753 0.296
C 5.212 0.280 -0.519
C -1.376 2.316 0.117
C -1.432 -2.129 0.257
C 3.925 0.230 -0.714
C -2.366 1.400 0.041
C -2.366 -0.966 0.583
H -1.651 3.376 0.215
H -3.434 1.612 0.009
H -2.244 -0.631 1.663
H 5.737 -0.627 -0.215
H -3.425 -1.213 0.417
H -1.696 -2.496 -0.758
H 5.753 1.184 -0.799
H -1.670 -2.941 0.972
*
```

How is the electron density shared among the atoms? According to natural (NBO), the charges in e are: Yb 1.635; O -0.929; O -0.536; O -0.611; O -0.997; C -0.734; C 0.150; C -0.068; C 0.743; C -0.100; C -0.092; H 0.152; H 0.184; H 0.172; H 0.281; H 0.178; H 0.140; H 0.280; H 0.154


[2]
Molecular formula: C6H8O6
Method: DFT, ωB97M-V/def2-TZVPD

Results
- DFT total energy: -684.8430 a.u.
- HOMO energy: -10.9 eV
- Relative energy (zero: lowest compared OMol25 entry of this formula, charge and spin): 1.214 eV

The geometry in ORCA input format:
```
! wB97M-V def2-TZVPD RIJCOSX def2/J DEFGRID3
* xyz 0 1
O -0.859 -5.057 -0.167
O 0.360 2.764 0.918
O 0.628 1.571 -0.872
O -1.216 -3.120 1.070
O -1.170 -3.095 -1.114
O -1.448 1.765 0.138
C -0.237 1.991 0.110
C 1.754 2.970 0.590
C 1.948 1.983 -0.600
C -1.113 -1.788 -0.701
C -1.105 -3.898 -0.086
C -1.513 -1.773 0.738
H -0.080 -1.443 -0.734
H -1.672 -0.972 -1.158
H -0.932 -0.957 1.167
H -2.479 -1.273 0.813
H 1.927 4.001 0.282
H 2.486 1.059 -0.391
H 2.347 2.502 -1.472
H 2.373 2.768 1.464
*
```

How is the electron density shared among the atoms? According to natural (NBO), the charges in e are: O -0.561; O -0.463; O -0.499; O -0.503; O -0.472; O -0.610; C 0.972; C -0.100; C -0.099; C -0.102; C 0.977; C -0.107; H 0.163; H 0.215; H 0.194; H 0.194; H 0.199; H 0.195; H 0.200; H 0.207